Below is a single C2H6IO2P molecule, with properties calculated with wB97M-V/def2-TZVPD.

Last column: Löwdin charge in e.
Atoms and positions in Å:
C -1.38 0.51 -0.81  -0.077
C -0.50 -0.73 -0.79  -0.338
O 0.82 -0.40 -0.40  -0.405
O 2.06 0.64 1.51  -0.788
P 1.46 -0.72 1.07  0.712
I 0.93 1.93 3.22  0.450
H -1.41 0.96 0.18  0.068
H -0.97 1.24 -1.50  0.078
H -2.39 0.25 -1.11  0.074
H -0.43 -1.17 -1.79  0.115
H -0.93 -1.48 -0.11  0.100
H 2.74 -1.02 0.53  0.011

Computed properties:
* relative energy (zero: lowest compared OMol25 entry of this formula, charge and spin): 2.825 eV
* spin multiplicity: 1
* energy: -869.27395 a.u.
* highest occupied orbital energy (alpha / beta): -9.0 / -9.6 eV
* charge: 0
* largest force on an atom: 2.218 eV/Å
* SMILES: CCOPOI
* LUMO level (alpha / beta): -2.541 / -2.215 eV



Below is a molecular structure, C2H6IOP, with properties calculated with wB97M-V/def2-TZVPD.

Last column: Löwdin charge in e.
Atoms and positions in Å:
C 1.57 0.39 0.30  -0.316
C -0.95 -0.57 -0.43  -0.596
O -0.82 -1.65 0.33  -0.020
P -0.32 1.08 0.24  0.784
I -3.53 0.55 -0.32  0.040
H 2.28 1.18 0.60  0.014
H 1.97 0.10 -0.61  -0.020
H 1.72 -0.52 1.04  0.067
H -1.05 -0.95 -1.41  0.046
H -0.68 -1.36 1.21  0.081
H -0.19 1.75 -0.96  -0.080

Computed properties:
* relative energy (zero: lowest compared OMol25 entry of this formula, charge and spin): 3.028 eV
* spin multiplicity: 1
* energy: -794.01073 a.u.
* highest occupied orbital energy: -8.5 eV
* charge: 0
* largest force on an atom: 2.888 eV/Å
* LUMO level: -0.802 eV



Below is 2 unconnected molecules or ions with the total composition C2H6IOP, with properties calculated with wB97M-V/def2-TZVPD.

Last column: Löwdin charge in e.
Atoms and positions in Å:
C -1.01 0.32 1.00  -0.318
C 0.59 0.64 -1.41  -1.051
O 0.87 -1.50 -0.31  -0.135
P 0.07 1.47 0.02  0.734
I -0.34 -0.23 -3.02  0.782
H -1.01 0.37 2.06  0.008
H -0.39 -0.59 0.75  0.002
H -2.09 0.48 0.76  0.047
H 1.61 0.92 -1.62  -0.042
H 0.34 -2.14 -0.91  0.028
H 1.26 1.41 0.75  -0.055

Computed properties:
* relative energy (zero: lowest compared OMol25 entry of this formula, charge and spin): 1.794 eV
* spin multiplicity: 3
* energy: -793.87926 a.u.
* highest occupied orbital energy (alpha / beta): -7.0 / -8.9 eV
* charge: 0
* largest force on an atom: 2.507 eV/Å
* LUMO level (alpha / beta): 0.432 / -2.345 eV



Below is a single C2H6IP molecule, with properties calculated with wB97M-V/def2-TZVPD.

Last column: Löwdin charge in e.
Atoms and positions in Å:
C -1.11 0.09 0.98  -0.219
C -0.61 -0.40 -0.32  -0.555
P 0.89 0.11 -0.81  0.373
I 3.01 -0.44 0.39  0.233
H -0.30 0.74 1.27  0.031
H -1.28 -0.79 1.71  0.099
H -2.02 0.67 0.76  0.073
H -1.13 -1.06 -0.99  0.033
H 1.35 1.52 -0.92  -0.028
H 1.21 -0.44 -2.07  -0.041

Computed properties:
* relative energy (zero: lowest compared OMol25 entry of this formula, charge and spin): 0.862 eV
* spin multiplicity: 1
* energy: -718.77018 a.u.
* highest occupied orbital energy: -7.8 eV
* charge: 0
* largest force on an atom: 1.796 eV/Å
* SMILES: CC=[PH2]I
* LUMO level: 0.001 eV



Below is a molecular structure, C2H6KO2, with properties calculated with wB97M-V/def2-TZVPD.

Last column: Löwdin charge in e.
Atoms and positions in Å:
O -1.26 0.59 1.92  -0.092
O -2.32 -1.88 2.72  -0.080
C -1.06 0.05 3.21  -0.267
C -2.23 -0.80 3.65  -0.253
H -1.50 -0.16 1.34  0.091
H -3.17 -2.34 2.85  0.107
H -0.14 -0.56 3.25  0.125
H -0.93 0.90 3.91  0.124
H -2.08 -1.17 4.68  0.124
H -3.16 -0.19 3.65  0.125
K -0.25 5.59 -0.30  0.995

Computed properties:
* relative energy (zero: lowest compared OMol25 entry of this formula, charge and spin): 0.842 eV
* spin multiplicity: 1
* energy: -829.99318 a.u.
* highest occupied orbital energy: -12.6 eV
* charge: +1
* largest force on an atom: 0.918 eV/Å
* LUMO level: -4.570 eV



Below is 2 unconnected molecules or ions with the total composition C2H6N, with properties calculated with wB97M-V/def2-TZVPD.

Last column: Löwdin charge in e.
Atoms and positions in Å:
C 0.46 0.47 0.52  0.089
C 0.56 1.56 -0.24  0.104
N -0.97 -1.64 0.02  0.254
H -0.33 -0.45 0.44  0.027
H 0.03 1.61 -1.19  0.108
H 1.22 2.41 0.02  0.120
H 1.24 0.08 1.21  0.141
H -0.30 -2.22 -0.49  0.075
H -1.92 -1.82 -0.29  0.082

Computed properties:
* relative energy (zero: lowest compared OMol25 entry of this formula, charge and spin): 6.209 eV
* spin multiplicity: 1
* energy: -134.04338 a.u.
* highest occupied orbital energy: -16.2 eV
* charge: +1
* largest force on an atom: 3.381 eV/Å
* LUMO level: -9.441 eV



Below is a single C2H6N2O molecule, with properties calculated with wB97M-V/def2-TZVPD.

Last column: Löwdin charge in e.
Atoms and positions in Å:
C 1.98 -0.01 -0.07  -0.067
C -1.36 0.34 -0.08  -0.193
H 2.80 0.29 0.75  0.129
H 1.75 0.86 -0.72  0.066
H 2.09 -0.85 -0.84  0.097
H -0.52 -1.46 0.03  0.115
H -1.44 1.53 -0.04  0.161
H -3.25 0.25 0.24  -0.052
N -0.25 -0.52 -0.16  -0.101
N -2.51 -0.31 0.19  0.078
O 0.72 -0.13 0.69  -0.231

Computed properties:
* relative energy (zero: lowest compared OMol25 entry of this formula, charge and spin): 4.580 eV
* spin multiplicity: 1
* energy: -264.41900 a.u.
* highest occupied orbital energy: -9.2 eV
* charge: 0
* largest force on an atom: 7.592 eV/Å
* SMILES: [H]/N=C/NOC
* LUMO level: 1.066 eV



Below is a single C2H6N2O molecule, with properties calculated with wB97M-V/def2-TZVPD.

Last column: Löwdin charge in e.
Atoms and positions in Å:
C 1.55 0.55 -0.24  -0.078
N 0.36 0.05 0.46  -0.021
C -0.78 -0.11 -0.29  -0.647
N -1.86 -0.61 0.38  0.150
O -0.82 0.11 -1.49  0.034
H 2.33 0.71 0.50  0.079
H 1.86 -0.14 -1.01  0.082
H 1.25 1.50 -0.68  0.083
H 0.50 -0.72 1.10  0.123
H -2.73 -0.73 -0.10  0.105
H -1.66 -0.61 1.36  0.090

Computed properties:
* relative energy (zero: lowest compared OMol25 entry of this formula, charge and spin): 0.230 eV
* spin multiplicity: 1
* energy: -264.57887 a.u.
* highest occupied orbital energy: -9.6 eV
* charge: 0
* largest force on an atom: 2.003 eV/Å
* SMILES: CNC(N)=O
* LUMO level: 0.879 eV



Below is a single C2H6N2O2 molecule, with properties calculated with wB97M-V/def2-TZVPD.

Last column: Löwdin charge in e.
Atoms and positions in Å:
C -2.40 -0.58 0.23  -0.015
C 0.63 0.90 0.17  -0.152
H -3.13 0.06 -0.16  0.027
H -2.74 -1.70 0.06  0.114
H -2.43 -0.35 1.35  0.090
H 1.17 1.83 0.17  0.109
H 0.36 -1.19 -0.28  0.220
H 2.93 -0.09 -0.53  0.147
N -0.73 1.12 -0.01  0.007
N 1.15 -0.33 -0.25  -0.105
O -1.04 -0.17 -0.43  -0.342
O 2.49 -0.58 0.28  -0.100

Computed properties:
* relative energy (zero: lowest compared OMol25 entry of this formula, charge and spin): 6.933 eV
* spin multiplicity: 1
* energy: -339.57786 a.u.
* highest occupied orbital energy: -8.6 eV
* charge: 0
* largest force on an atom: 6.491 eV/Å
* SMILES: CO/N=C\NO
* LUMO level: 0.936 eV



Below is a single C2H6N2O2 molecule, with properties calculated with wB97M-V/def2-TZVPD.

Last column: Löwdin charge in e.
Atoms and positions in Å:
C 0.81 1.27 -0.52  -0.188
C 0.22 -0.07 -0.14  -0.378
N -1.50 -1.51 0.21  -0.032
O 1.13 -1.05 0.02  0.070
O 0.61 2.26 0.48  -0.057
N -1.04 -0.25 0.05  -0.019
H 0.71 -1.78 0.51  0.092
H -0.36 2.34 0.58  0.093
H -0.96 -2.28 -0.18  0.080
H -1.87 -1.71 1.14  0.093
H 1.89 1.17 -0.69  0.126
H 0.35 1.61 -1.45  0.120

Computed properties:
* relative energy (zero: lowest compared OMol25 entry of this formula, charge and spin): 2.548 eV
* spin multiplicity: 1
* energy: -339.73900 a.u.
* highest occupied orbital energy: -8.6 eV
* charge: 0
* largest force on an atom: 3.336 eV/Å
* SMILES: N/N=C(\O)CO
* LUMO level: 0.628 eV



Below is a single C2H6N2O2 molecule, with properties calculated with wB97M-V/def2-TZVPD.

Last column: Löwdin charge in e.
Atoms and positions in Å:
C 0.44 -0.24 -0.62  -0.114
C -0.06 0.25 0.73  -0.231
N -2.37 -1.59 -0.72  0.044
N -1.26 -0.44 1.18  -0.086
O -2.77 -2.65 -1.03  0.063
O -1.53 -1.64 0.61  -0.157
H -0.21 -0.13 -1.46  0.048
H 1.31 0.30 -1.00  0.074
H 0.73 -1.27 -0.74  0.070
H 0.76 0.24 1.42  0.086
H -0.31 1.37 0.79  0.138
H -2.06 0.09 1.16  0.066

Computed properties:
* relative energy (zero: lowest compared OMol25 entry of this formula, charge and spin): 5.865 eV
* spin multiplicity: 1
* energy: -339.61713 a.u.
* highest occupied orbital energy (alpha / beta): -8.8 / -8.8 eV
* charge: 0
* largest force on an atom: 3.277 eV/Å
* SMILES: CCNON=O
* LUMO level (alpha / beta): -0.301 / -0.301 eV



Below is 2 unconnected molecules or ions with the total composition C2H6N2O2, with properties calculated with wB97M-V/def2-TZVPD.

Last column: Löwdin charge in e.
Atoms and positions in Å:
O -1.12 -0.59 0.46  -0.176
C -2.35 -0.30 0.71  -0.518
O -3.33 -1.06 0.83  -0.032
H -2.57 0.80 0.68  0.112
N 0.48 0.34 -1.25  0.115
C 1.56 0.36 -0.54  -0.252
N 1.61 -0.20 0.68  0.110
H -0.47 -0.10 -0.71  0.103
H 0.49 0.88 -2.11  0.116
H 2.48 0.83 -0.97  0.150
H 2.53 -0.30 1.18  0.136
H 0.70 -0.67 1.04  0.136

Computed properties:
* relative energy (zero: lowest compared OMol25 entry of this formula, charge and spin): 1.266 eV
* spin multiplicity: 1
* energy: -339.78613 a.u.
* highest occupied orbital energy: -8.7 eV
* charge: 0
* largest force on an atom: 2.386 eV/Å
* LUMO level: 0.159 eV